[1]
Formula: C14H16FN2
Source: the Open Molecules 2025 dataset
Level of theory: the ωB97M-V functional and the def2-TZVPD basis

The geometry in XYZ format:
```
33
Properties=species:S:1:pos:R:3:forces:R:3:mulliken_charge:R:1
F 0.847 -0.391 4.495 0.103 1.049 -1.149 -0.299
C 0.919 0.566 3.507 -0.085 -1.233 0.500 0.100
C 1.000 1.899 3.894 -0.035 0.182 -0.734 -0.479
C 1.076 2.857 2.872 0.081 -0.041 0.387 -0.506
C 1.065 2.477 1.541 -0.083 -0.474 -0.389 -0.661
C 0.953 1.106 1.142 0.021 0.501 1.095 1.534
C 0.885 0.850 -0.261 0.669 -0.618 -0.155 -0.929
C 0.980 -0.361 -1.008 0.042 -0.134 -0.490 1.386
C 1.094 -0.237 -2.430 -0.220 0.230 0.341 -0.751
C 1.135 -1.343 -3.262 0.081 -0.347 -0.088 -0.696
C 1.076 -2.637 -2.719 -0.096 0.695 0.013 -0.337
C 1.004 -2.792 -1.329 0.038 0.200 0.577 -0.987
C 0.984 -1.686 -0.483 0.046 -0.196 -0.300 -0.047
C 0.898 0.136 2.186 0.075 0.449 0.087 -0.526
H 1.003 2.175 4.946 -0.003 -0.116 -0.230 0.469
H 1.151 3.911 3.139 0.001 -0.317 -0.126 0.395
H 1.172 3.229 0.760 -0.148 -0.087 0.206 0.387
H 0.903 1.759 -0.877 -0.112 -0.335 0.198 0.255
H 1.180 0.768 -2.849 -0.172 -0.311 0.029 0.379
H 1.216 -1.214 -4.344 -0.012 0.002 0.402 0.399
H 1.093 -3.512 -3.371 0.005 0.292 0.204 0.415
H 0.977 -3.793 -0.892 0.058 0.359 -0.163 0.429
H 1.010 -1.844 0.589 -0.154 -0.192 -0.475 0.311
H 0.856 -0.926 1.976 -0.126 0.373 0.396 0.526
C -3.378 -0.810 -1.263 -0.280 0.366 -0.080 -0.816
N -2.449 0.303 -1.213 0.703 -0.138 -0.835 -0.094
N -2.038 0.575 0.106 -0.053 0.385 0.751 -0.595
H -3.580 -1.009 -2.317 -0.034 -0.154 0.167 0.304
H -2.896 -1.683 -0.809 -0.134 0.079 -0.154 0.273
H -4.325 -0.600 -0.743 0.173 -0.152 -0.014 0.294
H -2.805 1.168 -1.613 -0.310 -0.363 0.203 0.240
H -1.652 -0.272 0.525 0.060 0.355 -0.250 0.322
H -1.354 1.330 0.103 -0.099 -0.308 0.078 0.306
```
Positions in Å, forces in eV/Å.

Total charge: +1
Energy relative to the best compared isomer or geometry (same formula, charge and spin) (kJ/mol): 50.7
E_LUMO (eV): -6.12
HOMO-LUMO gap (eV): 4.8



[2]
Formula: C12H57Br2N2O23
Source: the Open Molecules 2025 dataset
Level of theory: the ωB97M-V functional and the def2-TZVPD basis

The geometry in XYZ format:
```
96
Properties=species:S:1:pos:R:3:forces:R:3:mulliken_charge:R:1
C 0.782 -1.652 -0.758 0.931 -0.251 -0.880 -0.511
C 2.139 -1.110 -1.346 0.005 -0.312 0.536 0.219
O 2.088 -1.209 -2.784 0.506 -0.455 0.530 -0.542
C 2.489 0.417 -0.981 0.583 -0.221 0.650 -1.204
C 1.715 1.021 0.238 -0.261 0.359 1.541 0.366
C 0.387 1.733 0.158 1.661 -0.388 2.558 1.672
C -0.347 1.962 -1.201 -0.584 0.463 0.865 0.793
Br 0.725 3.101 -2.444 -0.210 -0.905 0.637 0.021
C -1.756 2.690 -1.059 -0.266 -1.373 -1.167 -0.515
C -2.834 1.840 -0.271 -0.566 1.440 -0.208 -0.484
Br -1.592 4.569 -0.413 -0.056 -0.833 -0.116 -0.082
C -0.168 2.187 1.475 1.646 -1.086 -0.177 -0.859
C 0.536 1.945 2.725 -0.532 0.146 -1.882 -0.947
N 1.763 1.322 2.743 -0.595 -0.174 -1.322 0.464
C 2.351 0.871 1.585 -2.093 0.599 -1.942 -0.310
O 3.632 0.250 1.764 -0.091 3.107 0.100 -0.350
C 4.514 1.301 1.899 -1.195 -2.567 -0.443 0.550
N 5.301 2.131 1.959 0.137 0.368 0.246 -0.529
H -0.074 -1.089 -1.202 0.904 -0.262 0.734 -0.147
H 0.799 -1.660 0.364 -0.267 0.199 -1.013 0.004
H 0.668 -2.729 -1.080 0.229 1.166 0.462 0.358
H 3.011 -1.742 -0.993 -1.135 0.602 -0.132 0.450
H 2.838 -1.773 -3.054 -0.574 0.506 0.023 0.411
H 2.423 1.013 -1.926 -0.343 -0.345 1.067 0.302
H 3.583 0.429 -0.683 -1.203 0.087 -0.452 0.313
H -0.518 0.950 -1.675 0.313 1.218 0.363 -0.688
H -2.140 2.787 -2.119 0.644 0.160 1.174 0.840
H -3.007 2.347 0.722 0.143 -0.913 -0.847 0.325
H -3.822 1.939 -0.837 1.425 -0.277 0.850 0.264
H -2.574 0.759 -0.182 -0.123 1.155 -0.075 -0.054
H -1.152 2.710 1.541 1.194 -0.568 -0.153 0.195
H 0.118 2.258 3.716 0.557 -0.367 -1.142 0.468
H 2.241 1.194 3.659 -0.216 0.361 -0.507 0.353
O -4.495 6.674 -0.826 0.154 0.147 0.043 -0.585
H -4.677 7.602 -1.013 -0.064 -0.103 -0.004 0.307
H -3.539 6.640 -0.708 -0.135 -0.040 -0.063 0.252
O 2.232 5.592 -0.917 -0.063 -0.083 0.340 -0.597
H 2.669 5.791 -0.080 0.060 0.094 -0.143 0.304
H 1.314 5.425 -0.669 0.027 0.031 -0.138 0.281
O 2.006 -4.076 0.398 0.421 -0.096 0.316 -0.538
H 2.586 -3.842 1.135 -0.055 -0.050 -0.003 0.288
H 2.248 -4.990 0.189 -0.279 0.065 -0.203 0.268
O 5.412 4.729 3.986 -0.430 -0.317 0.171 -0.624
H 5.568 3.861 3.596 0.176 0.110 -0.203 0.354
H 5.097 4.532 4.878 0.290 0.189 0.104 0.289
O 2.291 -2.464 3.175 -0.165 0.343 -0.406 -0.651
H 1.419 -2.608 2.785 0.019 -0.222 0.142 0.290
H 2.610 -1.670 2.727 0.177 -0.226 0.138 0.390
O -2.106 -1.316 -0.630 -0.355 -0.463 -0.056 -0.584
H -1.970 -2.180 -1.039 0.070 0.048 0.052 0.254
H -2.431 -1.523 0.258 -0.255 0.246 -0.040 0.211
O -5.219 0.910 -2.234 -0.227 -0.262 -0.167 -0.570
H -5.752 0.111 -2.130 0.158 -0.044 -0.093 0.303
H -5.286 1.112 -3.177 0.019 0.076 0.062 0.288
O -1.730 3.391 -5.457 0.079 0.150 -0.026 -0.613
H -1.132 3.577 -4.725 -0.023 -0.041 -0.081 0.274
H -1.531 2.478 -5.693 -0.117 0.034 0.149 0.317
O 1.375 -6.337 -1.420 -0.145 0.012 0.031 -0.561
H 0.853 -7.142 -1.309 0.073 0.012 -0.058 0.304
H 1.338 -6.165 -2.366 0.177 -0.142 0.080 0.267
O 2.856 2.413 5.250 0.086 -0.238 -0.357 -0.639
H 2.686 3.341 5.041 0.061 0.000 0.145 0.306
H 3.814 2.377 5.377 -0.049 0.144 0.087 0.294
O -1.627 0.778 -4.152 0.138 -0.389 0.305 -0.422
H -1.521 -0.082 -4.581 -0.048 0.109 -0.170 0.260
H -1.945 0.560 -3.267 -0.206 0.001 -0.154 0.118
O -0.605 -3.871 -3.549 0.144 0.167 0.177 -0.558
H 0.167 -3.357 -3.276 -0.072 0.073 -0.100 0.322
H -0.265 -4.767 -3.653 -0.215 0.033 -0.045 0.259
O -3.529 -0.311 1.688 0.011 -0.033 0.363 -0.589
H -2.982 0.180 2.312 -0.073 -0.082 -0.024 0.264
H -4.432 -0.072 1.930 -0.001 -0.138 -0.113 0.301
O 4.902 4.745 7.199 -0.207 0.111 -0.061 -0.620
H 4.826 4.589 8.148 0.052 -0.076 -0.096 0.304
H 4.781 5.699 7.110 0.098 -0.060 -0.010 0.316
O 1.770 -9.262 -2.237 0.102 -0.002 0.171 -0.607
H 2.348 -9.028 -1.501 0.017 -0.002 -0.119 0.328
H 2.010 -10.173 -2.445 -0.113 0.071 -0.033 0.297
O -3.786 -2.563 -3.621 0.228 0.135 0.195 -0.669
H -4.021 -2.132 -2.789 -0.076 0.027 -0.099 0.313
H -2.828 -2.679 -3.563 0.051 -0.335 0.032 0.285
O 4.671 -3.114 5.074 0.071 0.132 -0.172 -0.637
H 4.553 -2.229 5.451 -0.038 -0.257 -0.025 0.359
H 3.936 -3.205 4.456 -0.025 -0.029 0.107 0.309
O -6.285 -4.212 -2.542 0.234 0.012 -0.027 -0.632
H -5.675 -3.967 -3.250 -0.032 -0.008 0.028 0.310
H -5.932 -5.045 -2.207 -0.113 0.057 -0.014 0.309
O 3.782 -0.800 6.409 -0.132 0.438 0.170 -0.625
H 3.704 -0.964 7.357 0.032 -0.148 -0.095 0.287
H 3.666 0.153 6.327 -0.015 -0.088 0.052 0.299
O -7.881 1.332 -0.398 0.060 -0.084 -0.130 -0.638
H -8.381 1.923 -0.973 0.013 -0.031 0.107 0.307
H -7.139 1.047 -0.944 -0.053 0.277 0.082 0.331
O -2.901 -1.703 -6.307 0.250 -0.044 0.112 -0.607
H -2.786 -2.562 -6.730 0.006 0.124 -0.033 0.307
H -3.213 -1.914 -5.419 -0.343 0.025 -0.077 0.395
```
Positions in Å, forces in eV/Å.

Total charge: +1
E_LUMO (eV): -4.85
HOMO-LUMO gap (eV): 7.6



| no. | electronic energy (eV) |
| --- | --- |
| 1 | -20466.1407 |
| 2 | -203517.4868 |